Entry 1:
54
Properties=species:S:1:pos:R:3 method="wB97M-V/def2-TZVPD" relative_energy_kcal_mol=38.84 orbital_gap_ev=7.3 charge=-1 homo_energy_ha=-0.181
H -25.22967 -4.37394 16.04968
H -23.07996 -4.41971 17.76858
S -23.93018 -7.38145 12.57514
H -25.44597 -10.13546 16.27360
O -23.44357 -6.72639 11.32995
C -27.81402 -9.56711 17.45607
H -27.13578 -2.83222 17.65641
C -25.11341 -3.82042 17.94392
C -27.21173 -7.29638 16.31833
F -26.29795 -8.43658 13.22940
C -25.40269 -7.14982 20.39205
H -26.72355 -6.91275 15.42245
H -23.39356 -2.95856 18.59689
H -22.29811 -7.77939 20.08047
C -24.13217 -9.31001 20.40476
H -24.34536 -9.49842 19.35254
H -23.58406 -2.93988 16.78673
H -24.65302 -7.90894 16.53722
F -25.46872 -9.27350 11.34496
H -23.13384 -7.50754 16.82966
H -26.29170 -7.46180 20.94016
H -21.74582 -8.30135 15.07894
H -26.76598 -6.92272 17.24016
H -27.60901 -9.14371 18.43934
O -25.68577 -9.26201 16.59170
H -22.64298 -9.28055 16.24090
N -24.06322 -7.11893 16.75664
O -24.20563 -6.48497 13.71002
O -23.14492 -8.47703 13.11735
H -25.54182 -7.08533 19.31288
H -25.77327 -1.87952 17.05812
H -25.35388 -4.32842 18.87784
H -23.27246 -9.91628 20.69014
H -23.85470 -7.62551 21.73021
H -28.87284 -9.40448 17.25476
O -23.06702 -7.24024 19.88127
H -27.72099 -10.65307 17.44571
O -25.37617 -4.73327 16.92777
H -25.35189 -6.15519 20.83503
H -28.19771 -6.83306 16.28227
C -23.68567 -3.51561 17.70668
H -20.90531 -9.30303 16.18777
H -25.92308 -1.95662 18.69407
C -26.08593 -2.59077 17.82261
C -27.03413 -8.84347 16.28065
B -21.76968 -8.66390 16.09493
H -23.95216 -6.45414 16.00443
C -24.04932 -7.84209 20.67982
H -27.28485 -9.27782 15.31288
H -21.76347 -7.84760 16.80052
F -26.39007 -7.18872 11.54557
H -24.94701 -9.75068 20.97918
H -24.27206 -6.57321 17.58045
C -25.68103 -8.13549 12.11317

=====

Entry 2:
13
Properties=species:S:1:pos:R:3 method="wB97M-V/def2-TZVPD" relative_energy_kcal_mol=112.25 orbital_gap_ev=10.5 smiles="C=NOCOC" homo_energy_ha=-0.348
H -0.08883 0.38289 2.87430
H -1.25255 -1.17920 -0.82501
H -1.33506 0.37935 -2.09569
H -0.63763 1.68301 -1.03686
C 0.77858 0.07000 2.46299
O 0.48186 -0.07718 -1.25357
N 0.81333 -0.30720 1.24112
O -0.34091 -0.30890 0.71872
H -0.01311 1.31466 -2.73136
H 1.62759 -0.01543 3.19332
H 0.59221 -1.87393 -0.30395
C -0.43264 0.92801 -1.75045
C -0.19285 -0.99608 -0.49357

=====

Entry 3:
16
Properties=species:S:1:pos:R:3 method="wB97M-V/def2-TZVPD" relative_energy_kcal_mol=52.76 orbital_gap_ev=10.0 charge=+2 homo_energy_ha=-0.731
N 0.52010 1.31658 0.56203
C 0.28757 -0.96050 -0.43833
H -2.13993 -1.62052 -1.17752
H 0.80922 -1.74503 0.11182
C 1.48837 0.58295 0.20482
H 0.60880 2.35022 1.00746
H -1.70632 1.47986 0.60177
N 2.71903 0.36688 0.39833
H 3.22617 -0.44787 -0.06162
H 3.46371 0.95157 0.83584
H 0.50508 -1.03281 -1.51096
C -2.23871 -0.80318 -0.41951
C -0.75840 0.86393 0.47239
H -2.82062 0.05013 -0.86517
H -3.03507 -1.00094 0.31345
N -0.92900 -0.35127 -0.03480

=====

Entry 4:
51
Properties=species:S:1:pos:R:3 method="wB97M-V/def2-TZVPD" orbital_gap_ev=7.6 charge=+1 homo_energy_ha=-0.396
C 2.93138 -0.59151 1.12793
H -2.05006 4.22924 1.70518
C -3.21251 -2.38883 -1.48067
H -0.03589 -3.21269 -0.37027
C 2.85012 -1.86959 3.16041
C -2.28534 2.86163 -0.79024
N 2.24741 -0.07225 0.05130
H -3.41185 -3.18082 -2.20383
H -2.97250 -0.85986 0.86764
I 1.76915 -2.97982 4.54830
O 0.86879 -1.55625 1.85906
H -1.80118 -1.92422 1.27396
H -1.07519 -2.77588 -3.29641
Sc 0.18530 -0.19526 0.76061
C -1.06394 -3.42414 -0.66965
H 4.72255 -2.06732 4.21526
H -3.68430 -1.47239 -1.84780
H -3.49140 4.49759 -0.11759
N -1.43285 -0.99328 -0.46816
C 2.90766 0.63769 -0.83962
C 4.97731 0.37939 0.31637
H -1.56411 -1.08312 -3.17349
H -1.83547 -0.17022 -0.91812
N -0.66098 1.66850 0.47659
H -1.61575 -3.77675 0.20566
C -2.96192 4.18145 -1.01737
H -1.04280 -4.24784 -1.38262
H -0.72543 4.79392 0.68952
C 2.17639 -1.36119 2.07125
H -3.69307 -2.68087 -0.54452
H -0.00681 -1.61031 -2.51004
N -2.49587 1.81085 -1.48051
C 4.94192 -0.92398 2.44678
H -0.39746 3.68053 2.02641
C -1.71137 -2.19976 -1.31245
H -3.66426 4.12466 -1.83719
H 4.76813 1.46918 -1.51372
Cl 6.63272 -0.66983 2.70142
C 4.31305 -0.37538 1.30573
C -1.10365 3.93478 1.24725
C -1.05062 -1.89710 -2.65361
O -3.44792 2.02264 -2.45901
C -1.30099 2.76216 0.33874
H -3.37100 1.24790 -3.02162
C 4.22678 -1.65149 3.34757
N -1.97455 -1.00722 0.87510
O 0.18450 1.50184 1.53470
H 2.33190 1.03459 -1.66689
H -2.21623 4.94791 -1.24021
C 4.28070 0.88186 -0.74780
H 6.04149 0.55085 0.41068

=====

Entry 5:
51
Properties=species:S:1:pos:R:3 method="wB97M-V/def2-TZVPD" relative_energy_kcal_mol=112.17 orbital_gap_ev=8.3 smiles="C=CNC/C=C/C.O.O.O.O.O.O.O.O.O.O.O" homo_energy_ha=-0.293
C 0.52201 -0.69022 -1.52260
O -3.62774 -0.21339 1.53388
H 0.60652 -2.02818 2.43362
H 3.75648 2.06279 -1.66172
C 2.80423 2.53900 -1.51005
H -1.32766 -2.20175 0.27480
H -3.65005 1.85295 -1.20869
H 3.49010 -1.88252 0.46070
H -1.31571 2.20570 -2.11138
O -3.42272 0.90681 -1.13446
O -0.73835 2.70518 1.30648
H 2.56486 -0.01407 -1.04808
H -0.14962 -0.48359 0.42403
H -0.44703 -0.20483 -1.79349
H 0.64216 -1.57087 -2.14077
O -1.17278 2.61857 -1.24335
O 3.93528 -1.13015 0.05207
O -2.29441 -2.12308 0.25655
H 2.38656 -1.65341 -3.93711
C 1.08900 -2.25176 0.33226
C 1.73352 1.57647 -1.94096
H -2.61659 -4.08459 -2.40421
H 0.91524 2.06360 -2.47558
O -2.68237 -3.16445 -2.11764
H 1.54592 2.56052 2.96080
H 0.17165 2.77441 0.95242
H -0.91933 3.57955 1.69499
H -3.07293 0.43740 3.65384
H -1.94767 -2.68301 -2.50651
C 1.63819 0.31423 -1.55777
H -2.21200 1.63253 3.15902
H -0.64158 0.24637 3.48318
O 2.69052 -2.41540 -3.45205
H 2.74566 3.44192 -2.10608
H -1.90765 2.23457 -0.74786
H 2.74583 2.80271 -0.43748
H -4.01615 -0.79303 2.19787
N 0.34665 -1.16750 -0.12342
O 1.80834 2.52693 2.03417
H 1.43731 -2.92323 -0.44698
H -0.52537 1.17537 2.21058
H 4.48476 -0.58181 0.61468
H -2.76336 -2.64250 -0.43417
O -0.13304 0.41225 2.67191
O -2.59239 1.21008 3.91800
H -3.31216 -0.95237 0.93963
H 2.11642 1.63591 1.83155
H -4.04629 0.60123 -0.45974
H 2.96334 -2.10803 -2.58442
H 1.34916 -3.54590 2.08330
C 1.04522 -2.60743 1.62624

=====

Entry 6:
6
Properties=species:S:1:pos:R:3 method="wB97M-V/def2-TZVPD" relative_energy_kcal_mol=21.03 orbital_gap_ev=9.5 smiles=PSS homo_energy_ha=-0.336
S 0.18543 1.86552 1.05878
P -0.13583 -1.30423 -0.22258
H 1.51163 1.58084 1.63562
H -1.52543 -1.15494 -0.09505
S 0.33242 0.77596 -0.66888
H -0.36821 -1.76315 -1.70790

=====

Entry 7:
45
Properties=species:S:1:pos:R:3 method="wB97M-V/def2-TZVPD" relative_energy_kcal_mol=81.22 orbital_gap_ev=9.9 smiles=CO.CO.CO.CO.CO.O.O.O.O.O homo_energy_ha=-0.365
O 0.92841 1.76294 -2.24896
O -2.22522 2.19749 1.73785
H -3.84326 -3.56470 -0.00195
O 4.57702 -0.76041 -0.30890
H 2.84293 3.07156 1.95364
H -2.99291 1.73367 2.08008
C 3.36618 -1.39245 -0.51806
O -2.39521 -2.13627 0.13696
H 3.39561 -1.71141 -1.55994
O -2.73589 -1.32624 2.65608
H -0.56598 3.32153 -1.41937
H -2.27895 -4.24792 -0.43761
O -0.31088 0.57787 0.02572
C -0.32254 -0.94048 -3.27278
C -1.60021 2.76469 2.80256
H -2.31526 3.26067 3.45892
H -0.50338 -2.37401 0.59220
H 0.89363 -2.95028 0.50182
H -1.09570 1.94582 3.31541
O -1.25954 3.63263 -0.83762
H -3.01552 -3.18848 -1.52173
H 2.52276 1.61612 2.66547
H -3.29169 -0.55232 2.74758
H -0.54241 -1.30513 -2.26940
H -0.69050 0.08543 -3.28710
C 2.89385 2.00841 1.71864
H -2.61158 -1.42229 -0.46720
H 4.08168 0.66299 1.17166
C -2.87655 -3.33644 -0.45079
H 2.62242 -0.62603 -0.30010
H 1.88230 1.81957 -2.30488
H -0.13803 -0.34580 0.20792
H -0.91680 0.84920 0.71526
O 0.40397 -2.20245 0.84420
H -2.59364 -1.40942 1.71317
O -1.07526 -1.76190 -4.18032
H 0.76184 1.34815 -1.40254
H -1.90991 -1.30851 -4.31955
H 3.17613 -2.14255 0.24962
O 4.21711 1.56867 1.45976
H 2.22569 1.82180 0.87790
H 0.72747 -0.92813 -3.56506
H -0.87042 3.50531 2.47547
H -1.42701 2.89674 -0.24886
H 4.88545 -0.51766 -1.18499

=====

Entry 8:
68
Properties=species:S:1:pos:R:3 method="wB97M-V/def2-TZVPD" orbital_gap_ev=7.4 charge=+1 homo_energy_ha=-0.363
N -0.72919 1.62939 -0.79384
C 5.05071 0.55219 -0.68584
H -0.72949 -0.84601 5.68346
C 0.16421 0.00779 3.92516
H -2.05479 -2.45271 -3.79994
H -0.18269 5.29529 -0.16234
C -2.03479 -0.06541 -3.34294
C 3.48251 -1.12291 -0.87884
H 2.95471 0.85179 -1.21574
H 6.54741 -1.04731 -0.93134
O 1.34671 0.47559 0.49136
H -3.14379 -1.47671 0.76066
C 5.69761 -0.79211 -0.29414
C -1.24709 -1.93381 3.91316
H -4.43529 -1.70271 -0.43314
N -2.78009 -0.48491 -1.02124
C -1.26839 2.20119 0.29226
H -3.64179 -1.35841 -2.71404
C -1.60959 4.18679 1.66776
H -2.93959 -3.73181 -0.07804
C -1.03959 -2.30791 -3.42414
C 0.29741 -0.17231 2.51946
H -2.35479 -0.19791 -4.38584
H -1.60809 -2.76251 1.96666
H -4.00229 0.35519 -2.55664
C -0.62599 -0.93271 4.61166
C -3.21799 -0.39671 -2.42144
H -3.14469 -3.22911 -1.74464
H -0.06209 -0.50111 -3.49944
H -2.05059 5.14799 1.41076
N -1.24049 -2.79891 -0.96934
C -0.75989 -3.29101 -2.27004
C 1.14681 0.69179 1.74906
N -1.07659 3.55359 0.48306
C -2.69789 -2.93881 -0.79194
H -1.84919 -2.67351 4.41866
I 0.58471 1.51119 6.58936
C 0.80641 1.11069 4.52496
H 5.52961 1.00669 -1.55694
C -1.10249 -1.98171 2.52106
C 0.24271 2.22499 -1.53844
H 5.07361 1.27269 0.13356
H 0.31791 -3.44011 -2.18624
H -1.74879 0.98049 -3.20674
N -0.86859 -0.90191 -3.01684
N -0.36119 -1.13851 1.82906
O -1.90999 1.50029 1.08166
H -0.81729 4.33669 2.40396
H 1.07701 4.19629 -2.00724
Y -0.21139 -0.44531 -0.62484
I 2.87461 3.09139 1.25036
H 6.03151 -0.80531 0.74776
H -0.77259 -3.35681 -0.25714
H -2.37139 3.53269 2.08826
H -0.36249 -2.56481 -4.24314
C 1.56301 1.98129 3.78006
S 2.07981 -1.98191 -1.22364
H -3.05189 0.35819 -0.51644
H -1.21379 -4.25751 -2.51924
C 1.72841 1.76099 2.42136
H 2.03701 2.83169 4.24686
C -3.34449 -1.62881 -0.30404
N 3.68401 0.18049 -1.00954
C -0.27529 4.24069 -0.37154
O 0.91801 1.46229 -2.25744
C 0.39801 3.64629 -1.37984
H 4.69601 -2.72551 -0.38964
N 4.60781 -1.72891 -0.48794

=====

Entry 9:
19
Properties=species:S:1:pos:R:3 method="wB97M-V/def2-TZVPD" relative_energy_kcal_mol=109.73 orbital_gap_ev=8.9 smiles=CNc1nccc2[nH]cnc12 homo_energy_ha=-0.301
H 0.22427 -2.25820 -1.80989
C -2.54526 -0.11571 0.09349
C -0.78127 1.27845 0.50296
N -1.76714 -1.10061 -0.55143
C -0.46383 -0.92668 -0.40960
C -2.16549 1.02655 0.51858
N 0.26555 -1.97227 -1.03547
H 2.10311 2.53671 0.93575
N 1.47539 0.75942 0.20550
C 1.38905 1.84718 0.75805
H 2.46338 -0.99702 -0.70759
C 0.15640 0.29203 0.03078
H 1.96449 -2.08726 0.26682
N 0.05229 2.24734 1.03226
H 0.02822 3.08764 1.28580
H -3.63218 -0.36292 -0.21600
H 2.26722 -3.04840 -1.11323
C 1.78221 -2.09189 -0.64402
H -2.81640 1.88565 0.85724

=====

Entry 10:
18
Properties=species:S:1:pos:R:3 method="wB97M-V/def2-TZVPD" relative_energy_kcal_mol=87.94 orbital_gap_ev=8.4 homo_energy_ha=-0.294
C -1.60624 -0.03354 -0.40170
O -1.05008 -0.80543 1.35586
O -2.72202 0.73849 -0.41789
H 2.59141 1.04055 -0.49187
H 1.64861 1.67971 0.85413
H -1.30036 2.31584 -0.16587
H -1.30022 -0.89994 2.28782
H 0.14879 -1.96974 -0.82866
C 1.04102 -1.42587 -0.53319
H -1.68794 -1.05308 -0.74724
H 1.73929 -1.43014 -1.37838
H 2.54948 0.15960 1.03858
C 1.95371 0.76388 0.35468
H 1.50394 -1.96127 0.29396
H -3.49722 0.19682 -0.23276
C -0.37984 0.66162 -0.47009
C 0.77068 -0.01161 -0.12786
O -0.40300 2.03408 -0.38951

=====

Entry 11:
79
Properties=species:S:1:pos:R:3 method="wB97M-V/def2-TZVPD" orbital_gap_ev=7.2 charge=+1 homo_energy_ha=-0.448
C -0.42265 -0.51864 -4.30551
C 4.15525 1.69077 3.52375
C -4.58158 -2.04998 -5.26176
H 1.56357 -0.82594 6.01964
H 0.04718 -0.25324 -7.49999
C 0.40728 0.05951 -6.52161
C -1.69679 1.00930 0.82719
H 7.45852 2.61799 3.90677
O -0.63462 -0.33308 -5.64168
F -6.58758 -1.30793 -4.20147
H 6.08479 3.53936 1.59633
C -0.33032 -0.24138 3.29578
H -1.29381 1.39120 4.68999
C 1.85156 2.15548 -5.87337
F -3.91512 1.14770 -1.39841
O -5.37070 -2.87231 -3.13298
O 0.62875 1.74065 2.44371
H 6.67192 1.17866 3.25409
C 0.68744 1.56371 -6.67169
C 0.40453 -0.98279 4.24652
O -0.77979 1.97329 4.11481
C -5.63210 -2.16483 -1.93400
F 1.00433 1.75984 -7.98128
C -1.24859 -0.86102 2.42571
F -0.91150 1.74282 -3.76487
C 0.15218 -2.34804 4.31345
H -5.56493 -2.92711 -1.15840
H 7.83527 3.19345 1.70529
H 1.10232 0.73842 5.32601
F 1.65916 2.02345 -4.54325
C 6.83541 2.79370 1.84086
F -5.05616 0.59643 -3.16882
H -0.76875 1.19750 0.30454
F -6.49612 -3.32782 -4.96407
C -2.02129 -0.17845 1.42006
H -4.01331 -2.95254 -5.49324
H -2.91967 -0.68007 1.06852
H -0.88282 -3.93687 3.56987
H 1.32118 -0.50815 -6.34645
C -5.77742 -2.36973 -4.35479
H 5.04600 3.66474 3.46977
C 3.69447 0.90130 4.74470
F 0.49630 -2.87448 6.79107
H 4.54103 1.01516 2.76047
F 0.88617 -0.48596 -3.99288
F -0.87090 -1.75820 -3.99394
H 5.35275 2.79773 4.95235
F -0.44372 2.25851 -6.42740
H -2.30049 0.33702 -3.62815
C -0.10562 1.24436 3.21957
H -2.43591 1.80278 0.80944
F 1.94157 3.47530 -6.14682
F -3.39836 -1.42798 -2.01315
F -0.95446 0.27564 -2.14666
S 0.93974 -3.45583 5.43788
C -4.93968 0.37546 -1.85347
H 6.72905 1.97956 1.12667
C -4.61016 -1.08687 -1.52826
H 3.28724 -1.20611 4.44924
H -6.65456 -1.79037 -1.89201
H -5.85969 0.68446 -1.35012
C 6.64326 2.26859 3.28043
H 4.59964 0.45983 5.15807
F -4.49826 -1.12274 -0.15558
C 2.77106 -0.26068 4.32770
C -1.23236 0.47234 -3.46696
H 2.52804 -0.16854 3.26836
H -2.08776 -2.78734 1.92232
O 0.26598 -4.69495 5.25916
F -3.75643 -1.16944 -4.64938
C 1.42221 -0.27153 5.09722
O 2.34223 -3.40069 5.31078
H 3.23510 1.57600 5.46255
C 5.28747 2.68200 3.86981
N -0.73796 -2.93139 3.48477
F -5.02738 -1.49738 -6.40407
H 3.32798 2.24949 3.08786
C -1.40885 -2.25624 2.57015
H 2.79439 1.67654 -6.15153